Entry 1:
{
  "formula": "C5H8N",
  "method": "ωB97M-V/def2-TZVPD",
  "total_energy_ev": -6794.6581,
  "homo_ev": -14.07,
  "smiles": "C#C/C([NH3+])=C/C",
  "charge": 1,
  "relative_energy_ev": 3.430,
  "species": ["C", "C", "C", "N", "C", "C", "H", "H", "H", "H", "H", "H", "H", "H"],
  "xyz": [[3.104754, -0.237083, 0.406799], [1.958797, -0.320366, 0.018701], [0.440804, -0.123235, -0.179425], [0.215614, 1.331552, -0.191110], [-0.585335, -0.970334, -0.139229], [-1.983398, -0.619092, 0.024815], [4.192040, -0.395446, 0.395578], [0.510041, 1.756325, 0.651978], [-0.821411, 1.367268, -0.174627], [0.692627, 1.919418, -0.917730], [-0.398293, -2.058852, -0.152495], [-2.540755, -0.626680, -0.871429], [-2.187129, 0.310099, 0.443815], [-2.598355, -1.333571, 0.684353]],
  "forces_ev_per_angstrom": [[0.2, -0.8, -1.3], [-2.4, 0.2, 0.1], [4.1, -0.6, 0.5], [-1.6, 0.1, -0.8], [1.3, -1.0, 0.2], [-2.0, -1.8, 1.0], [-1.0, 0.4, 0.5], [0.6, 0.4, 1.6], [0.5, 1.0, -0.6], [-0.8, -1.1, 0.1], [0.4, 0.8, 0.0], [-0.5, -0.2, -1.4], [-0.1, 2.0, 0.9], [1.4, 0.7, -0.8]]
}


Entry 2:
{
  "formula": "C6H7N3O3",
  "method": "ωB97M-V/def2-TZVPD",
  "total_energy_ev": -16938.4706,
  "homo_ev": -8.62,
  "smiles": "[H]/N=C1\\ON1/C=C\\C(C)=C=[N+]([O-])O",
  "relative_energy_ev": 8.523,
  "species": ["H", "N", "C", "O", "N", "C", "C", "C", "C", "C", "N", "O", "O", "H", "H", "H", "H", "H", "H"],
  "xyz": [[3.029423, 0.697999, 2.117042], [2.277488, 0.459862, 1.573117], [1.622497, 1.408381, 1.148593], [1.572509, 2.709313, 1.030455], [0.466114, 1.792129, 0.539247], [0.053518, 1.779357, -0.727872], [-0.653250, 0.820490, -1.362240], [-1.041330, -0.500323, -0.835300], [-2.353766, -1.137745, -1.285802], [-0.152921, -1.100259, -0.109613], [0.617938, -1.694776, 0.686608], [1.523593, -2.452112, 0.353127], [0.312134, -1.429212, 2.041590], [0.491687, 2.610559, -1.312811], [-1.122542, 1.135707, -2.245633], [-2.109112, -2.176840, -1.306478], [-3.031070, -0.779076, -0.611100], [-2.556220, -0.691540, -2.226917], [1.053310, -1.451915, 2.533987]],
  "forces_ev_per_angstrom": [[2.5, 0.8, 1.4], [-2.1, -1.1, -1.2], [0.1, -0.9, 0.1], [0.2, 1.8, -0.5], [-0.3, -1.3, 3.1], [0.6, 0.4, -3.6], [0.0, 0.6, 1.7], [0.3, 0.8, -0.6], [3.4, 0.6, -0.5], [-0.3, -0.1, 1.2], [-0.7, 0.7, -0.6], [1.2, -0.9, 0.7], [-5.0, -0.4, -2.6], [-0.9, -0.1, 0.3], [-0.1, 0.2, -1.5], [-0.9, -0.8, -0.1], [-2.3, 0.2, 1.8], [-0.4, -0.1, -1.1], [4.7, -0.2, 2.1]]
}


Entry 3:
{
  "formula": "C22H31N2O3",
  "method": "ωB97M-V/def2-TZVPD",
  "total_energy_ev": -32433.3783,
  "homo_ev": -10.43,
  "smiles": "COc1ccccc1[NH+]1CCN(C[C@H](O)COc2ccc(C)c(C)c2)CC1",
  "charge": 1,
  "relative_energy_ev": 1.539,
  "species": ["C", "O", "C", "C", "C", "C", "C", "C", "N", "C", "C", "N", "C", "C", "O", "C", "O", "C", "C", "C", "C", "C", "C", "C", "C", "C", "C", "H", "H", "H", "H", "H", "H", "H", "H", "H", "H", "H", "H", "H", "H", "H", "H", "H", "H", "H", "H", "H", "H", "H", "H", "H", "H", "H", "H", "H", "H", "H"],
  "xyz": [[-1.204990, -5.468532, -3.755190], [-1.135215, -4.244349, -3.043385], [-0.085079, -3.409844, -3.277697], [0.954615, -3.634207, -4.172496], [1.961486, -2.693644, -4.308062], [1.953445, -1.526227, -3.564000], [0.924585, -1.288826, -2.668372], [-0.083431, -2.224735, -2.530468], [-1.194776, -2.028383, -1.600764], [-0.752387, -1.945619, -0.187178], [-1.988977, -1.866731, 0.721798], [-2.873716, -0.784192, 0.388489], [-2.719607, 0.498754, 1.035532], [-1.782027, 1.543657, 0.382293], [-0.479541, 1.031862, 0.160726], [-1.744757, 2.796516, 1.277681], [-1.242336, 2.487932, 2.554983], [0.085176, 2.699301, 2.868071], [0.416189, 2.464929, 4.199318], [1.718114, 2.630486, 4.622776], [2.721115, 3.030002, 3.748342], [4.125150, 3.210098, 4.233991], [2.390665, 3.263213, 2.412575], [3.437826, 3.697856, 1.434734], [1.079708, 3.090620, 1.982135], [-3.244220, -0.806995, -0.999678], [-2.028012, -0.849328, -1.941406], [-2.111480, -5.957308, -3.404258], [-1.277590, -5.294842, -4.830753], [-0.341881, -6.100541, -3.536220], [0.984146, -4.534851, -4.762668], [2.761886, -2.880154, -5.006116], [2.743143, -0.802437, -3.678358], [0.911629, -0.382372, -2.083898], [-1.780730, -2.871689, -1.703208], [-0.153565, -1.039924, -0.078294], [-0.147824, -2.822499, 0.047424], [-1.664832, -1.768825, 1.757632], [-2.554621, -2.804180, 0.634247], [-2.375133, 0.320049, 2.055605], [-3.712487, 0.955036, 1.096195], [-2.167203, 1.834030, -0.601831], [0.019504, 1.136920, 0.983337], [-1.170654, 3.592548, 0.794796], [-2.767390, 3.153535, 1.429571], [-0.362573, 2.165103, 4.881604], [1.959640, 2.451066, 5.659621], [4.808279, 2.553545, 3.695793], [4.195749, 2.987382, 5.294892], [4.457949, 4.234695, 4.073137], [3.019235, 3.820698, 0.438960], [3.873743, 4.646544, 1.744372], [4.245021, 2.967797, 1.386218], [0.862809, 3.285694, 0.941286], [-3.850583, 0.068961, -1.228731], [-3.859676, -1.698818, -1.178507], [-1.410550, 0.039198, -1.813599], [-2.342965, -0.927976, -2.982997]],
  "forces_ev_per_angstrom": [[-0.1, -0.4, -0.2], [0.2, 0.5, 0.2], [0.0, 0.2, 0.1], [-0.2, -0.1, 0.1], [0.0, 0.1, 0.1], [0.0, 0.0, 0.0], [-0.2, -0.1, 0.1], [0.3, -0.3, -0.4], [0.1, -0.4, -0.3], [0.1, 0.0, 1.1], [0.2, 0.0, -0.2], [0.0, -0.1, 0.0], [0.2, 0.3, -0.2], [-0.5, 0.1, 0.5], [0.2, 0.0, 0.1], [-0.1, 0.0, -0.6], [0.2, -0.1, 0.2], [0.1, -0.1, 0.3], [-0.2, 0.0, -0.2], [-0.1, 0.0, -0.1], [0.0, 0.0, -0.1], [0.0, 0.0, 0.0], [0.0, -0.1, 0.2], [0.0, 0.0, 0.0], [-0.3, 0.0, -0.2], [0.2, 0.0, 0.0], [-0.8, 0.7, -0.1], [0.1, 0.0, -0.1], [0.0, 0.0, 0.0], [0.0, 0.0, 0.0], [0.0, -0.1, 0.0], [0.1, 0.0, -0.1], [0.1, 0.1, 0.0], [0.0, 0.1, 0.1], [0.1, 0.1, 0.0], [-0.1, -0.2, -0.2], [0.0, 0.0, -0.2], [0.0, -0.1, 0.0], [0.1, -0.1, 0.1], [-0.1, 0.0, 0.0], [0.0, 0.1, 0.1], [0.0, 0.0, 0.1], [0.1, 0.0, 0.0], [-0.1, 0.0, 0.1], [0.1, 0.0, 0.0], [-0.1, 0.0, 0.1], [0.0, 0.0, 0.1], [0.1, 0.0, 0.0], [0.1, 0.0, 0.1], [0.1, 0.1, 0.0], [0.0, 0.0, -0.1], [0.1, 0.1, 0.0], [0.1, 0.0, 0.0], [-0.1, 0.0, -0.1], [0.0, 0.0, -0.1], [0.0, 0.0, -0.1], [0.1, -0.1, -0.1], [0.1, -0.1, 0.0]]
}


For reference, max |F| by record: 4.17 5.62 1.07 eV Å⁻¹.